{
  "formula": "C3H6O3",
  "method": "ωB97M-V with the def2-TZVPD basis set",
  "lumo_ev": 0.7276,
  "e_tot_ev": -9347.9486,
  "homo_ev": -10.31,
  "species": ["C", "O", "C", "O", "C", "O", "H", "H", "H", "H", "H", "H"],
  "positions_angstrom": [[2.079746, -0.299310, 0.261969], [0.697534, -0.362511, 0.619258], [-0.145465, 0.024873, -0.332683], [0.165934, 0.385708, -1.442483], [-1.575965, -0.029137, 0.134062], [-2.000766, 1.169601, 0.730660], [2.282953, -0.962949, -0.582590], [2.350871, 0.722898, -0.009812], [2.623338, -0.622930, 1.148357], [-2.164681, -0.064580, -0.925080], [-1.894182, -0.925542, 0.655963], [-2.419320, 0.963882, -0.257616]],
  "atomic_forces_ev_per_a": [[0.31, 0.01, -0.01], [-0.04, 0.03, 0.00], [0.19, -0.19, -0.31], [0.09, -0.10, 0.47], [0.00, -2.31, -2.26], [-1.48, -0.06, -2.66], [-0.02, 0.10, 0.12], [0.00, -0.13, 0.03], [-0.03, 0.05, -0.14], [1.29, -1.20, 1.24], [0.38, -0.22, 0.33], [-0.68, 4.02, 3.18]],
  "nbo_charge": [-0.265, -0.486, 0.757, -0.583, -0.154, -0.707, 0.195, 0.199, 0.199, 0.134, 0.204, 0.507]
}